ORCA calculation (ωB97M-V/def2-TZVPD) on a structure of composition C8H27AgN5O6 at a distorted geometry.

CARTESIAN COORDINATES (ANGSTROEM)
Ag: -0.402 -0.850 1.447
O: 0.535 1.746 3.156
H: 0.011 2.449 2.724
O: 1.134 -2.303 4.354
H: 0.666 -3.127 4.116
C: 1.888 5.945 1.706
C: 2.094 5.122 0.487
O: 2.413 3.774 0.755
H: 0.959 5.582 2.145
H: 1.680 7.001 1.534
H: 2.731 6.009 2.395
H: 2.755 5.630 -0.216
H: 1.150 5.048 -0.052
H: 1.849 3.382 1.426
C: 4.965 -1.787 -0.403
O: 5.168 -2.959 -0.708
N: 4.259 -1.420 0.649
N: 5.483 -0.724 -1.028
H: 4.005 -0.449 0.762
H: 3.944 -2.159 1.262
H: 6.047 -0.984 -1.824
H: 5.178 0.202 -0.762
C: -0.111 -4.074 -2.540
O: -0.071 -3.447 -1.525
N: -1.130 -4.489 -3.170
N: 0.950 -4.481 -3.210
H: -0.972 -5.103 -3.956
H: -2.007 -4.406 -2.676
H: 1.903 -4.285 -2.936
H: 0.816 -5.328 -3.743
C: -4.378 0.473 1.725
C: -4.199 -0.494 0.547
C: -3.522 0.023 -0.678
O: -2.125 0.577 -0.596
C: -1.717 1.178 -1.840
N: -3.515 -1.633 1.058
H: -4.733 -0.137 2.556
H: -5.164 1.205 1.537
H: -3.447 0.898 2.100
H: -5.213 -0.821 0.321
H: -4.283 0.508 -1.289
H: -3.352 -0.890 -1.248
H: -1.921 0.669 -2.782
H: -0.627 1.167 -1.858
H: -2.133 2.167 -2.029
H: -4.009 -1.976 1.869
H: -3.553 -2.430 0.439

E_HOMO ... -2.8 eV
Charge ... -1
Maximum force ... 6.7 eV Å⁻¹
Spin multiplicity ... 1
HOMO-LUMO gap ... 4.76 eV
LUMO energy ... 1.95 eV

Results of the natural (NBO) charge analysis, in e, for atoms 1 through 2: number 1, Ag, carries 0.7964; number 2, O, carries -1.2858

ORCA calculation (ωB97M-V/def2-TZVPD) on a structure of composition C8H27AsF6O5 at a distorted geometry.

CARTESIAN COORDINATES (ANGSTROEM)
O: -21.968 -17.399 -10.971
H: -22.099 -16.499 -11.413
H: -22.029 -18.085 -11.699
H: -22.623 -17.570 -10.230
As: -18.707 -17.625 -14.333
F: -18.938 -19.368 -14.459
F: -17.818 -17.953 -12.848
F: -18.627 -15.908 -14.082
F: -19.699 -17.386 -15.745
F: -20.190 -17.565 -13.336
F: -17.251 -17.593 -15.255
C: -22.537 -20.980 -10.729
C: -21.738 -20.904 -12.012
O: -21.374 -19.531 -12.244
H: -21.930 -20.980 -9.820
H: -23.099 -21.910 -10.606
H: -23.264 -20.170 -10.631
H: -22.314 -21.195 -12.895
H: -20.873 -21.567 -11.964
H: -20.744 -19.531 -12.974
C: -22.277 -15.970 -7.892
C: -23.525 -16.818 -7.805
O: -23.733 -17.544 -9.028
H: -22.092 -15.400 -6.985
H: -22.425 -15.240 -8.694
H: -21.390 -16.559 -8.125
H: -24.400 -16.177 -7.661
H: -23.491 -17.504 -6.956
H: -24.464 -18.156 -8.907
C: -25.750 -19.534 -13.176
C: -24.526 -19.010 -13.934
O: -24.057 -17.834 -13.273
H: -25.404 -19.967 -12.234
H: -26.324 -20.311 -13.682
H: -26.401 -18.689 -12.960
H: -24.796 -18.791 -14.972
H: -23.709 -19.727 -14.000
H: -24.403 -17.064 -13.730
C: -20.411 -13.275 -12.525
C: -20.812 -14.719 -12.545
O: -22.060 -14.958 -11.820
H: -19.330 -13.236 -12.658
H: -20.627 -12.862 -11.531
H: -20.928 -12.596 -13.202
H: -20.055 -15.406 -12.176
H: -21.011 -15.023 -13.579
H: -22.697 -14.294 -12.096

E_HOMO ... -10.8 eV
Charge ... 0
Maximum force ... 1.7 eV Å⁻¹
Spin multiplicity ... 1
HOMO-LUMO gap ... 10.60 eV
LUMO energy ... -0.17 eV

Results of the natural (NBO) charge analysis, in e, for atoms 1 through 2: number 1, O, carries -0.8385; number 2, H, carries 0.5521

ORCA calculation (ωB97M-V/def2-TZVPD) on a structure of composition C8H27MnN6 at a distorted geometry.

CARTESIAN COORDINATES (ANGSTROEM)
Mn: 0.368 -0.270 0.248
N: 2.356 -1.367 0.227
C: 2.072 -2.664 -0.440
C: 1.341 -2.468 -1.779
N: 0.153 -1.576 -1.724
C: -1.120 -2.315 -1.611
C: -1.259 -2.992 -0.251
N: -1.140 -1.975 0.822
C: 0.120 -0.671 -2.893
C: 1.122 0.471 -2.739
N: 0.801 1.229 -1.504
H: 2.793 -1.571 1.131
H: 3.079 -0.889 -0.322
H: 3.004 -3.205 -0.653
H: 1.495 -3.284 0.250
H: 2.055 -2.043 -2.487
H: 1.049 -3.455 -2.154
H: -1.935 -1.592 -1.732
H: -1.209 -3.068 -2.402
H: -2.226 -3.500 -0.204
H: -0.485 -3.748 -0.135
H: -2.078 -1.612 1.010
H: -0.849 -2.451 1.679
H: 0.328 -1.216 -3.819
H: -0.882 -0.242 -2.973
H: 2.147 0.101 -2.660
H: 1.070 1.114 -3.623
H: 1.600 1.822 -1.268
H: 0.034 1.869 -1.720
N: -1.695 4.618 2.834
C: -1.076 3.353 3.347
C: -0.208 2.587 2.322
N: -0.873 1.535 1.533
H: -1.975 5.218 3.627
H: -2.545 4.459 2.275
H: -1.018 5.154 2.273
H: -1.876 2.720 3.741
H: -0.436 3.633 4.189
H: 0.597 2.103 2.878
H: 0.254 3.299 1.633
H: -1.555 1.954 0.898
H: -1.399 0.938 2.176

E_HOMO (spin up / spin down) ... -18.5 / -19.1 eV
Charge ... +3
Maximum force ... 1.1 eV Å⁻¹
Spin multiplicity ... 6
HOMO-LUMO gap (spin up / spin down) ... 9.41 / 9.76 eV
⟨S²⟩ ... 8.75
LUMO energy (spin up / spin down) ... -9.08 / -9.32 eV

Results of the natural (NBO) charge analysis, in e, for atoms 1 through 2: number 1, Mn, carries 1.5967; number 2, N, carries -0.9389

ORCA calculation (ωB97M-V/def2-TZVPD) on a structure of composition C8H27N3O5 at a distorted geometry.

CARTESIAN COORDINATES (ANGSTROEM)
C: 19.728 -9.670 -0.456
O: 18.428 -9.772 0.143
H: 20.364 -8.874 -0.068
H: 20.242 -10.629 -0.395
H: 19.510 -9.473 -1.506
H: 17.876 -9.031 -0.115
C: 16.494 -8.902 -1.347
O: 17.854 -8.414 -1.496
H: 15.764 -8.103 -1.216
H: 16.044 -9.348 -2.234
H: 16.343 -9.516 -0.459
H: 17.969 -8.018 -2.363
C: 15.393 -11.638 -1.943
O: 15.435 -12.417 -0.750
H: 14.728 -11.980 -2.736
H: 15.128 -10.681 -1.493
H: 16.393 -11.535 -2.363
H: 14.523 -12.672 -0.591
C: 17.536 -12.076 1.331
O: 17.003 -12.981 1.914
N: 18.475 -11.461 1.906
N: 17.195 -11.738 0.112
H: 18.786 -10.610 1.460
H: 18.596 -11.537 2.906
H: 16.356 -12.095 -0.323
H: 17.688 -10.912 -0.196
C: 16.711 -10.465 -4.916
C: 18.091 -10.224 -4.321
C: 18.598 -8.740 -4.255
O: 17.809 -7.914 -3.345
C: 16.850 -7.156 -4.093
N: 18.218 -10.903 -3.031
H: 16.573 -11.515 -5.175
H: 16.610 -9.939 -5.864
H: 15.910 -10.084 -4.283
H: 18.857 -10.786 -4.855
H: 18.688 -8.334 -5.263
H: 19.639 -8.736 -3.931
H: 16.352 -6.381 -3.511
H: 16.098 -7.850 -4.469
H: 17.403 -6.678 -4.901
H: 17.642 -11.732 -3.018
H: 18.040 -10.241 -2.289

E_HOMO ... -7.4 eV
Charge ... 0
Maximum force ... 14.5 eV Å⁻¹
Spin multiplicity ... 1
HOMO-LUMO gap ... 7.58 eV
LUMO energy ... 0.21 eV

Results of the natural (NBO) charge analysis, in e, for atoms 1 through 2: number 1, C, carries -0.2646; number 2, O, carries -0.7634

ORCA calculation (ωB97M-V/def2-TZVPD) on a structure of composition C8H27N9O5Pb at a distorted geometry.

CARTESIAN COORDINATES (ANGSTROEM)
Pb: 12.296 24.291 9.737
C: 10.863 21.884 7.338
O: 11.383 22.833 7.952
N: 10.694 20.642 7.874
N: 10.349 22.049 6.097
H: 11.192 20.450 8.727
H: 10.593 19.959 7.139
H: 10.052 22.991 5.895
H: 9.920 21.345 5.524
C: 11.250 25.636 12.999
O: 11.100 24.821 12.070
N: 12.295 26.500 13.054
N: 10.402 25.739 14.048
H: 12.459 27.208 13.740
H: 12.857 26.399 12.221
H: 9.703 25.041 14.235
H: 10.736 26.274 14.828
C: 11.732 21.127 11.591
O: 11.529 22.132 10.886
N: 12.879 20.920 12.300
N: 10.784 20.173 11.754
H: 12.805 20.128 12.908
H: 13.509 21.696 12.388
H: 10.855 19.481 12.473
H: 9.988 20.287 11.148
C: 14.034 27.610 10.375
O: 13.455 26.514 10.238
N: 13.851 28.667 9.567
N: 14.829 27.889 11.447
H: 13.298 28.518 8.739
H: 14.123 29.614 9.750
H: 15.137 28.822 11.644
H: 15.263 27.119 11.927
C: 15.272 25.673 7.566
C: 14.073 24.908 7.004
C: 14.251 23.408 7.128
O: 14.193 23.105 8.541
C: 14.369 21.710 8.753
N: 12.783 25.462 7.424
H: 16.209 25.458 7.058
H: 15.420 25.504 8.633
H: 15.053 26.726 7.368
H: 14.122 25.180 5.940
H: 15.204 23.008 6.786
H: 13.435 22.918 6.588
H: 13.447 21.142 8.624
H: 14.624 21.448 9.786
H: 15.233 21.307 8.225
H: 12.028 25.059 6.874
H: 12.829 26.440 7.154

E_HOMO ... -15.1 eV
Charge ... +2
Maximum force ... 2.7 eV Å⁻¹
Spin multiplicity ... 1
HOMO-LUMO gap ... 9.56 eV
LUMO energy ... -5.55 eV

Results of the natural (NBO) charge analysis, in e, for atoms 1 through 2: number 1, Pb, carries 1.6652; number 2, C, carries 0.8162

ORCA calculation (ωB97M-V/def2-TZVPD) on a cluster of 5 separate species, C8H27O9 in total at a distorted geometry.

CARTESIAN COORDINATES (ANGSTROEM)
O: 0.479 -0.889 0.338
H: 0.858 -1.630 0.817
H: 1.144 -0.513 -0.243
H: 0.083 -0.272 0.957
C: 3.073 -5.596 1.113
C: 2.059 -6.251 0.163
O: 1.952 -5.484 -0.995
O: 2.476 -4.482 1.862
H: 4.025 -5.279 0.689
H: 3.185 -6.380 1.861
H: 1.072 -6.340 0.617
H: 2.408 -7.217 -0.200
H: 1.306 -5.807 -1.627
H: 1.934 -4.887 2.543
C: 4.261 2.692 1.106
C: 3.471 2.882 2.409
O: 2.089 3.041 2.103
O: 4.020 1.529 0.304
H: 5.209 2.423 1.572
H: 4.531 3.552 0.493
H: 3.583 3.857 2.884
H: 3.780 2.109 3.113
H: 1.824 3.851 2.546
H: 4.739 1.202 -0.241
C: -1.520 3.554 -4.400
C: -1.960 4.852 -5.240
O: -2.193 5.946 -4.334
O: -1.144 2.449 -5.170
H: -2.189 3.132 -3.649
H: -0.600 3.626 -3.821
H: -2.831 4.487 -5.783
H: -1.225 5.191 -5.970
H: -1.949 6.768 -4.764
H: -1.807 2.118 -5.780
C: -4.418 -1.189 3.265
C: -5.139 -0.818 1.971
O: -4.504 -1.049 0.706
O: -3.187 -0.461 3.412
H: -4.083 -2.225 3.215
H: -5.184 -1.054 4.028
H: -5.414 0.236 1.958
H: -6.061 -1.399 1.944
H: -4.784 -0.391 0.065
H: -3.367 0.114 4.160

E_HOMO ... -11.8 eV
Charge ... +1
Maximum force ... 3.5 eV Å⁻¹
Spin multiplicity ... 1
HOMO-LUMO gap ... 7.74 eV
LUMO energy ... -4.09 eV

Results of the natural (NBO) charge analysis, in e, for atoms 1 through 2: number 1, O, carries -0.7419; number 2, H, carries 0.5761